w) Entry from the Open Molecules 2025 dataset: the ion C4H13NP with charge +1 (ωB97M-V with the def2-TZVPD basis set).

Geometry as ORCA input:
```
! RIJCOSX wB97M-V def2-TZVPD def2/J DEFGRID3
* xyz 1 1
C 0.30 1.43 0.89
C 0.49 0.53 -0.35
N 1.87 0.06 -0.39
C -0.73 -0.63 -0.45
C -0.50 -1.66 0.73
P -2.37 0.39 -0.43
H 0.52 0.89 1.85
H -0.82 1.83 0.82
H 1.03 2.30 0.97
H 0.38 1.01 -1.35
H 2.05 -0.60 0.36
H 2.50 0.86 -0.23
H 2.38 -0.42 -1.19
H -0.55 -1.36 -1.36
H -1.45 -2.10 1.01
H -0.30 -0.98 1.51
H 0.20 -2.38 0.48
H -3.08 -0.38 -1.36
H -1.94 1.24 -1.51
*
```

As for the frontier orbital gap: 9.52 eV. For the HOMO energy, the calculation gives -13.307 eV. As for the SMILES: C[C@@H]([NH3+])[C@@H](C)P.

x) Entry from the Open Molecules 2025 dataset: the ion C4H13NP with charge +1 (ωB97M-V with the def2-TZVPD basis set).

Geometry as ORCA input:
```
! RIJCOSX wB97M-V def2-TZVPD def2/J DEFGRID3
* xyz 1 1
C -1.89 -2.00 -0.30
C -0.48 -1.49 -0.66
N -0.54 0.09 -0.35
C 0.73 0.74 -0.16
C 0.68 2.34 -0.44
P 1.81 0.35 1.36
H -2.51 -1.17 -0.45
H -2.21 -2.73 -0.96
H -1.98 -2.42 0.63
H -0.29 -1.53 -1.72
H 0.38 -1.92 -0.01
H -1.35 0.04 0.36
H -0.82 0.74 -1.08
H 1.41 2.82 0.16
H -0.29 2.67 -0.04
H 0.70 2.73 -1.40
H 1.62 0.52 2.75
H 2.91 1.17 1.06
H 2.14 -0.94 1.26
*
```

As for the frontier orbital gap: 8.50 eV. For the HOMO energy, the calculation gives -11.864 eV. As for the SMILES: CC[NH2+]C(C)=[PH3].

What should be chosen as the least stable of them? Choose x).

w) Entry from the Open Molecules 2025 dataset: a cluster of 2 separate species, C3H12NO2 in total (ωB97M-V with the def2-TZVPD basis set).

Geometry as ORCA input:
```
! RIJCOSX wB97M-V def2-TZVPD def2/J DEFGRID3
* xyz 1 1
C -1.04 -0.41 -0.91
C -0.38 0.22 0.28
C -1.26 0.73 1.46
O -0.45 0.92 2.60
N -0.01 -1.15 -1.78
H -1.69 -1.24 -0.61
H -1.62 0.18 -1.62
H 0.22 1.08 -0.03
H 0.32 -0.50 0.70
H -2.00 -0.03 1.70
H -1.81 1.61 1.14
H -0.25 0.04 2.91
H 0.43 -1.92 -1.25
H -0.42 -1.60 -2.58
H 0.88 -0.62 -1.91
H 3.09 -0.11 -0.50
H 2.67 0.83 -1.60
O 2.44 -0.04 -1.23
*
```

As for the frontier orbital gap: 10.53 eV. For the HOMO energy, the calculation gives -13.942 eV.

x) Entry from the Open Molecules 2025 dataset: a cluster of 3 separate species, C3H12NO2 in total (ωB97M-V with the def2-TZVPD basis set).

Geometry as ORCA input:
```
! RIJCOSX wB97M-V def2-TZVPD def2/J DEFGRID3
* xyz 1 1
C 0.10 -0.53 1.54
C -0.31 -1.47 0.46
C 0.35 -2.54 0.03
N -1.25 -0.88 -0.53
H 0.93 0.09 1.19
H -0.72 0.14 1.81
H 0.45 -1.05 2.42
H 0.20 -2.91 -0.98
H 1.02 -3.08 0.68
H -2.13 -0.57 -0.10
H -1.52 -1.61 -1.19
H -0.90 -0.03 -1.06
H 0.05 2.13 -1.02
H -0.21 1.66 -2.45
O -0.42 1.44 -1.54
H 1.76 2.36 0.34
H 1.54 3.85 0.16
O 1.06 3.01 0.24
*
```

As for the frontier orbital gap: 11.32 eV. For the HOMO energy, the calculation gives -14.381 eV.

What should be chosen as the least stable of them? Choose w).

w) Entry from the Open Molecules 2025 dataset: a cluster of 3 separate species, C3H12NO2 in total (ωB97M-V with the def2-TZVPD basis set).

Geometry as ORCA input:
```
! RIJCOSX wB97M-V def2-TZVPD def2/J DEFGRID3
* xyz 1 1
C 2.05 1.78 0.33
C 0.91 0.93 0.69
C 0.68 0.02 1.65
N -0.66 -0.52 1.76
H 1.69 2.64 -0.31
H 2.47 2.32 1.09
H 2.84 1.02 -0.23
H 0.08 1.04 0.08
H 1.33 -0.31 2.37
H -1.11 0.45 2.17
H -1.10 -0.82 0.79
H -0.85 -1.30 2.40
H -1.42 -0.82 -1.65
H -2.75 -0.24 -1.09
O -1.91 -0.56 -0.79
H -1.41 -2.18 -3.48
H 0.02 -1.61 -3.05
O -0.87 -1.83 -2.75
*
```

As for the frontier orbital gap: 10.72 eV. For the HOMO energy, the calculation gives -13.963 eV.

x) Entry from the Open Molecules 2025 dataset: a cluster of 2 separate species, C3H12NO2 in total (ωB97M-V with the def2-TZVPD basis set).

Geometry as ORCA input:
```
! RIJCOSX wB97M-V def2-TZVPD def2/J DEFGRID3
* xyz 1 1
C 0.22 -0.01 -0.32
C -1.07 0.74 0.19
C -1.32 2.12 -0.60
O -2.18 -0.17 0.14
N 0.11 -1.34 0.40
H 0.11 -0.11 -1.40
H 1.08 0.56 -0.02
H -0.93 1.09 1.22
H -0.42 2.63 -0.17
H -2.27 2.65 -0.37
H -1.19 1.93 -1.67
H -2.70 -0.41 -0.63
H -0.59 -1.96 -0.03
H -0.22 -1.05 1.32
H 1.01 -1.80 0.34
H 4.01 -1.61 0.00
H 3.21 -1.85 1.24
O 3.14 -1.42 0.37
*
```

As for the frontier orbital gap: 11.47 eV. For the HOMO energy, the calculation gives -14.769 eV.

What should be chosen as the least stable of them? Choose w).

w) Entry from the Open Molecules 2025 dataset: a cluster of 2 separate species, C3H12NO2 in total (ωB97M-V with the def2-TZVPD basis set).

Geometry as ORCA input:
```
! RIJCOSX wB97M-V def2-TZVPD def2/J DEFGRID3
* xyz 1 1
C -1.15 -0.14 0.95
C 0.20 0.80 1.23
C 1.50 -0.15 0.96
O 0.11 1.93 0.47
N -1.40 -0.10 -0.57
H -1.25 -1.13 1.50
H -1.90 0.56 1.33
H 0.29 1.00 2.39
H 1.35 -1.21 1.02
H 2.44 0.04 1.57
H 1.87 -0.03 -0.16
H 0.88 2.43 0.56
H -0.70 -0.50 -1.27
H -1.51 0.87 -0.86
H -2.28 -0.54 -0.66
H 1.23 -0.99 -2.70
H 0.02 -1.62 -3.27
O 0.32 -1.22 -2.48
*
```

As for the frontier orbital gap: 11.36 eV. For the HOMO energy, the calculation gives -14.479 eV.

x) Entry from the Open Molecules 2025 dataset: a cluster of 2 separate species, C3H12NO2 in total (ωB97M-V with the def2-TZVPD basis set).

Geometry as ORCA input:
```
! RIJCOSX wB97M-V def2-TZVPD def2/J DEFGRID3
* xyz 1 1
C 0.41 0.86 0.76
C 0.40 1.08 -0.78
C 1.74 0.70 -1.39
O -0.70 0.32 -1.33
N -0.91 0.29 1.22
H 1.26 0.22 0.99
H 0.61 1.77 1.32
H 0.16 2.11 -1.06
H 2.53 1.40 -1.13
H 1.64 0.68 -2.47
H 2.08 -0.30 -1.09
H -0.90 0.72 -2.16
H -0.80 -0.74 1.30
H -1.55 0.37 0.41
H -1.31 0.68 2.05
H -1.44 -3.11 0.97
H -0.07 -3.17 1.62
O -0.66 -2.59 1.16
*
```

As for the frontier orbital gap: 11.81 eV. For the HOMO energy, the calculation gives -14.904 eV.

What should be chosen as the least stable of them? Choose w).

w) Entry from the Open Molecules 2025 dataset: the ion C4H6N3 with charge +1 (ωB97M-V with the def2-TZVPD basis set).

Geometry as ORCA input:
```
! RIJCOSX wB97M-V def2-TZVPD def2/J DEFGRID3
* xyz 1 1
C 1.34 -0.57 0.24
C 0.80 0.63 0.33
C 0.05 2.93 0.00
C -0.52 -1.90 -0.40
N 0.79 -1.62 -0.20
N 0.45 1.78 0.16
N -1.43 -1.21 0.36
H 2.33 -0.70 0.78
H 0.60 3.94 0.06
H -1.00 3.18 -0.14
H -0.55 -2.19 -1.47
H -0.44 -2.90 0.03
H -2.44 -1.35 0.24
*
```

As for the frontier orbital gap (spin up / spin down): 8.69 / 7.31 eV. For the HOMO energy (spin up / spin down), the calculation gives -13.859 / -14.115 eV.

x) Entry from the Open Molecules 2025 dataset: the ion C4H6N3 with charge +1 (ωB97M-V with the def2-TZVPD basis set).

Geometry as ORCA input:
```
! RIJCOSX wB97M-V def2-TZVPD def2/J DEFGRID3
* xyz 1 1
C 1.73 -0.72 -0.01
C 0.38 -0.55 -0.09
N -0.72 -1.42 0.03
C -1.89 -0.63 0.00
N -1.69 0.63 0.00
N -0.14 0.75 0.05
C 0.40 1.94 -0.01
H 2.30 0.14 0.02
H 2.24 -1.67 -0.39
H -0.74 -2.43 0.18
H -2.95 -0.84 0.18
H -0.37 2.75 0.01
H 1.45 2.04 0.03
*
```

As for the frontier orbital gap (spin up / spin down): 7.90 / 7.90 eV. For the HOMO energy (spin up / spin down), the calculation gives -13.685 / -13.685 eV. As for the SMILES: C=c1[nH]cn[n+]1=C.

y) Entry from the Open Molecules 2025 dataset: the ion C4H6N3 with charge +1 (ωB97M-V with the def2-TZVPD basis set).

Geometry as ORCA input:
```
! RIJCOSX wB97M-V def2-TZVPD def2/J DEFGRID3
* xyz 1 1
C -1.32 -3.15 -0.72
C -0.52 -2.21 -0.36
N 0.15 -1.26 -0.05
C 1.09 -0.43 0.24
N 0.95 0.87 0.40
N -0.24 1.53 0.31
C -0.24 2.78 0.38
H -2.36 -2.95 -0.94
H -0.98 -4.17 -0.82
H 2.10 -0.82 0.36
H 1.80 1.42 0.59
H 0.65 3.40 0.49
H -1.19 3.28 0.31
*
```

As for the frontier orbital gap: 9.02 eV. For the HOMO energy, the calculation gives -13.713 eV. As for the SMILES: C=C=[N+]=CNN=C.

z) Entry from the Open Molecules 2025 dataset: a structure of composition C4H6N3 (ωB97M-V with the def2-TZVPD basis set).

Geometry as ORCA input:
```
! RIJCOSX wB97M-V def2-TZVPD def2/J DEFGRID3
* xyz 1 1
C -0.21 -0.56 -1.88
C 0.01 -0.90 -0.58
C 0.82 0.78 1.22
C -0.62 1.07 0.97
N -0.03 -1.82 -2.45
N 0.18 -2.43 -1.45
N -0.05 -0.31 0.72
H -0.42 0.34 -2.48
H 1.63 1.22 0.54
H 1.14 0.72 2.19
H -1.21 1.36 1.78
H -0.93 1.59 0.07
H -0.29 -1.05 1.34
*
```

As for the frontier orbital gap: 9.05 eV. For the HOMO energy, the calculation gives -14.221 eV.

What should be chosen as the least stable of them? Choose z).

w) Entry from the Open Molecules 2025 dataset: the ion C4H6N3 with charge +1 (ωB97M-V with the def2-TZVPD basis set).

Geometry as ORCA input:
```
! RIJCOSX wB97M-V def2-TZVPD def2/J DEFGRID3
* xyz 1 1
H -0.81 -0.61 -1.25
N -1.75 -0.85 -1.09
C -2.63 -0.35 -0.37
C -2.37 0.86 0.48
N -1.18 1.08 0.79
C -0.14 0.56 0.29
N 0.98 0.16 0.24
C 2.34 0.24 0.06
H -3.66 -0.69 -0.41
H -3.16 1.33 1.01
H 2.72 0.53 1.06
H 2.83 -0.78 -0.29
H 2.58 1.09 -0.63
*
```

As for the frontier orbital gap: 8.11 eV. For the HOMO energy, the calculation gives -14.640 eV. As for the SMILES: [H]/N=C\C=N/C#[N+]C.

x) Entry from the Open Molecules 2025 dataset: the ion C4H6N3 with charge +1 (ωB97M-V with the def2-TZVPD basis set).

Geometry as ORCA input:
```
! RIJCOSX wB97M-V def2-TZVPD def2/J DEFGRID3
* xyz 1 1
C -2.53 0.22 0.05
C -1.02 0.66 -0.21
C 1.18 0.01 -1.05
C 0.74 -0.42 1.25
N -3.51 -0.62 -0.14
N -2.08 1.36 -0.58
N 0.12 0.15 -0.04
H 2.09 0.68 -0.81
H 1.45 -1.01 -1.33
H 0.69 0.43 -1.98
H 0.10 -0.17 2.06
H 1.02 -1.41 1.34
H 1.75 0.10 1.44
*
```

As for the frontier orbital gap (spin up / spin down): 8.04 / 8.06 eV. For the HOMO energy (spin up / spin down), the calculation gives -15.560 / -15.543 eV.

What should be chosen as the least stable of them? Choose x).